(1)
C18H36O18 | wB97M-V/def2-TZVPD

Geometry (Å):
1 C -3.0568 10.4657 27.8865
2 O -4.0517 9.4695 27.7844
3 C -3.8912 8.5565 26.8238
4 O -2.8931 8.3366 26.2096
5 O -5.0296 7.8254 26.8167
6 C -5.0318 6.7162 25.9100
7 H -2.0747 10.1269 27.5259
8 H -2.9218 10.7517 28.9325
9 H -3.2649 11.3585 27.3066
10 H -5.0826 5.8562 26.6065
11 H -4.1415 6.5902 25.3236
12 H -5.9136 6.8542 25.2522
13 C -1.0912 11.6035 24.6553
14 O 0.1450 12.1684 24.4247
15 C 0.7427 11.8339 23.2885
16 O 0.3283 11.2473 22.3987
17 O 1.9808 12.3888 23.2331
18 C 2.7298 12.0243 22.0951
19 H -0.9738 10.5545 24.8257
20 H -1.8044 11.8197 23.8692
21 H -1.4194 12.0635 25.5884
22 H 2.3208 12.4432 21.1752
23 H 2.7277 10.9166 21.9774
24 H 3.7403 12.4003 22.3209
25 C 5.2071 14.5829 19.9896
26 O 6.5803 14.6361 19.7628
27 C 6.9303 15.5772 18.8295
28 O 6.1959 16.3931 18.2955
29 O 8.2540 15.4239 18.6191
30 C 8.8090 16.2462 17.6779
31 H 5.1103 13.7522 20.7199
32 H 4.6247 14.3259 19.0736
33 H 4.7595 15.5100 20.3415
34 H 9.8829 16.2208 17.9185
35 H 8.3849 17.2583 17.6748
36 H 8.6734 15.8686 16.6588
37 C -1.3125 15.6676 29.0299
38 O -1.4887 14.2991 28.7849
39 C -0.4915 13.5727 28.2049
40 O -0.4943 12.4299 27.8520
41 O 0.5479 14.3707 27.9767
42 C 1.6840 13.7653 27.3456
43 H -2.1677 15.8702 29.6943
44 H -1.4588 16.2748 28.1060
45 H -0.3232 15.8872 29.3466
46 H 1.5320 13.7851 26.2603
47 H 1.8013 12.6994 27.5968
48 H 2.5508 14.3652 27.6035
49 C -0.4965 11.0016 19.2164
50 O 0.0996 10.4086 18.1027
51 C -0.5321 10.6557 16.9472
52 O -1.4748 11.3974 16.8047
53 O 0.1351 9.9688 15.9905
54 C -0.3573 10.2246 14.6881
55 H -1.5388 10.6720 19.3300
56 H -0.5201 12.0731 19.1689
57 H 0.0266 10.6895 20.1166
58 H 0.3344 9.6298 14.0849
59 H -0.1746 11.2788 14.4166
60 H -1.4146 10.0215 14.6306
61 C -4.0761 13.7660 26.7503
62 O -3.3977 15.0183 26.6536
63 C -3.2650 15.6563 25.5218
64 O -2.5604 16.6455 25.3295
65 O -4.0573 15.0754 24.5117
66 C -3.9028 15.7135 23.2951
67 H -3.7480 13.0828 25.9581
68 H -5.1600 13.8817 26.5930
69 H -3.7339 13.4158 27.7307
70 H -3.5744 16.7556 23.3690
71 H -4.8517 15.7238 22.7832
72 H -3.3107 15.0586 22.6206

Structure (SMILES): COC(=O)OC.COC(=O)OC.COC(=O)OC.COC(=O)OC.COC(=O)OC.COC(=O)OC
LUMO: 0.018 hartree
HOMO-LUMO gap: 11.45 eV
Relative energy (zero: lowest compared OMol25 entry of this formula, charge and spin): 164.6 kJ/mol
Highest occupied orbital energy: -0.40279 Ha
Spin multiplicity: 1
Total energy: -2061.7546 a.u.

Atom charges from the Löwdin analysis, given in e for atoms 1 to 8: number 1, C, carries -0.054; number 2, O, carries 0.016; number 3, C, carries -0.598; number 4, O, carries 0.129; number 5, O, carries -0.010; number 6, C, carries -0.039; number 7, H, carries 0.091; number 8, H, carries 0.105

***

(2)
CH8NO5 | wB97M-V/def2-TZVPD

Geometry (Å):
1 N -1.5679 -1.0720 1.9273
2 C -0.9428 -1.0628 0.6178
3 O -0.2143 -0.0143 0.4617
4 O -1.0683 -2.0306 -0.1122
5 H -1.0553 -0.5389 2.6014
6 H -1.7178 -2.0278 2.2232
7 H 2.7415 1.5427 -0.9257
8 H 2.1279 0.6602 -1.9765
9 O 2.9250 1.2077 -1.7974
10 H 0.4289 2.3296 1.6888
11 H -0.7759 1.9040 0.9029
12 O -0.3597 2.7212 1.2506
13 H 0.1810 -0.0019 -1.1838
14 H 0.3611 -1.3214 -1.9740
15 O 0.5661 -0.3849 -2.0245

LUMO: 0.142 hartree
HOMO-LUMO gap: 9.48 eV
Relative energy (zero: lowest compared OMol25 entry of this formula, charge and spin): 8.6 kJ/mol
Highest occupied orbital energy: -0.20606 Ha
Spin multiplicity: 1
Total energy: -473.9810 a.u.
Total charge: -1

Atom charges from the Löwdin analysis, given in e for atoms 1 to 8: number 1, N, carries 0.084; number 2, C, carries -0.783; number 3, O, carries -0.131; number 4, O, carries -0.019; number 5, H, carries 0.051; number 6, H, carries 0.057; number 7, H, carries 0.006; number 8, H, carries -0.005

***

(3)
C12H101ClIO40P3Si2 | wB97M-V/def2-TZVPD

Geometry (Å):
1 C 0.4060 -0.3518 3.5716
2 C 1.4652 -0.6538 2.5460
3 O 0.9157 -0.4681 1.2102
4 P 1.4050 0.7994 0.3978
5 O 1.8807 1.9050 1.2464
6 C -0.0058 1.3516 -0.5983
7 C -1.3844 0.7568 -0.1670
8 Si -2.1171 -0.6394 -1.2083
9 O -3.2066 -1.5894 -0.3592
10 Si -2.8045 -2.2200 1.1403
11 C -1.2818 -3.2706 1.0198
12 C -4.2848 -3.2113 1.7469
13 C -4.1522 -4.7243 1.6151
14 C -3.7344 -5.3622 2.9185
15 I -6.0738 -5.5977 1.0463
16 P -3.1664 0.1859 -2.9809
17 C -4.8824 -0.4539 -2.8941
18 C -3.1784 2.0188 -2.9052
19 P -0.5188 -2.0674 -2.0367
20 O 0.3942 -1.0578 -2.9749
21 Cl -1.6326 -3.0624 -3.4941
22 O 2.4792 0.2632 -0.6225
23 C 3.7534 0.9691 -0.6814
24 C 3.6271 2.2158 -1.5245
25 H -0.1645 0.5343 3.3207
26 H 0.8206 -0.2417 4.5664
27 H -0.3035 -1.1720 3.6046
28 H 1.7235 -1.7051 2.6120
29 H 2.3805 -0.0960 2.6930
30 H -0.0519 2.4143 -0.3964
31 H 0.2003 1.2391 -1.6576
32 H -2.1042 1.5663 -0.2177
33 H -1.2814 0.4978 0.8811
34 H -2.6084 -1.0955 2.0849
35 H -1.4225 -4.0494 0.2766
36 H -0.4108 -2.7040 0.7286
37 H -1.1051 -3.7040 1.9998
38 H -5.1418 -2.8797 1.1701
39 H -4.5189 -2.9816 2.7803
40 H -3.4889 -5.0424 0.8232
41 H -3.5912 -6.4323 2.8263
42 H -2.8107 -4.9123 3.2683
43 H -4.4898 -5.1660 3.6682
44 H -4.8931 -1.4686 -2.5132
45 H -5.4908 0.1460 -2.2244
46 H -5.3441 -0.4455 -3.8723
47 H -2.4608 2.4018 -3.6138
48 H -4.1644 2.3256 -3.2322
49 H -3.0523 2.4440 -1.9188
50 H 0.4780 -1.4478 -3.8566
51 H 4.4639 0.3166 -1.1714
52 H 4.1555 1.1805 0.2996
53 H 4.4020 2.9238 -1.2520
54 H 3.7124 1.9814 -2.5750
55 H 2.6787 2.7056 -1.3448
56 O 2.8390 2.7701 4.2818
57 H 2.4389 2.8531 3.4097
58 H 3.5950 2.1927 4.1270
59 O 6.3822 -0.3532 -2.6809
60 H 6.3154 -1.3096 -2.5599
61 H 6.1525 -0.2194 -3.6096
62 O 8.4017 -2.3497 -4.0408
63 H 9.2712 -2.1149 -4.3879
64 H 8.2008 -1.6361 -3.4251
65 O 3.7686 0.0137 -4.3621
66 H 2.9772 -0.3147 -3.9224
67 H 3.4854 0.8404 -4.7703
68 O -3.9683 -1.6477 -6.0153
69 H -3.3594 -1.8939 -5.3076
70 H -4.8382 -1.8976 -5.6801
71 O -1.9174 4.9007 -2.5836
72 H -1.6108 5.6250 -3.1390
73 H -1.6539 5.1567 -1.6938
74 O -5.0143 -1.3375 -8.7916
75 H -5.9218 -1.0441 -8.6696
76 H -4.6854 -1.4939 -7.8925
77 O 1.3336 5.3999 2.6273
78 H 0.4626 5.1600 2.9713
79 H 1.6680 4.5707 2.2684
80 O -6.0062 -3.5116 -6.7217
81 H -6.4591 -3.4517 -7.5690
82 H -5.2605 -4.0967 -6.8899
83 O 0.3252 5.4562 5.2205
84 H 0.5050 5.1594 6.1219
85 H 1.1845 5.4181 4.7756
86 O -1.8607 3.1550 5.7498
87 H -1.0349 3.5213 5.4037
88 H -2.1109 3.7712 6.4471
89 O -6.6861 -3.1371 -1.7766
90 H -7.6465 -3.0982 -1.8357
91 H -6.5246 -3.5857 -0.9374
92 O -0.7569 3.0309 2.2924
93 H -1.2111 3.1215 1.4487
94 H -0.0019 2.4527 2.1131
95 O 11.3568 -2.4950 -4.6200
96 H 11.5239 -2.7929 -3.7135
97 H 12.1974 -2.6317 -5.0660
98 O 2.4020 4.9804 -2.7629
99 H 2.8209 5.6515 -3.3126
100 H 2.6156 5.2429 -1.8613
101 O 2.0495 -3.8647 0.7088
102 H 1.6540 -2.9849 0.7336
103 H 2.3403 -4.0344 1.6134
104 O 1.1243 2.8309 -4.4898
105 H 0.2508 2.5749 -4.1759
106 H 1.3646 3.5991 -3.9547
107 O -1.9705 -3.0198 4.7229
108 H -1.3062 -3.3225 5.3510
109 H -2.3820 -2.2630 5.1548
110 O -3.6458 4.5434 3.7799
111 H -3.4477 4.2488 4.6763
112 H -2.7875 4.5034 3.3461
113 O -5.9269 2.5417 -4.5561
114 H -6.0006 3.3762 -4.0768
115 H -5.6860 2.7884 -5.4551
116 O -4.4855 1.9924 0.5473
117 H -5.3268 1.7953 0.9746
118 H -4.1481 1.1322 0.2705
119 O 5.0193 2.9835 6.8360
120 H 5.2128 3.8943 6.5832
121 H 4.2020 2.7819 6.3677
122 O 7.0721 -0.4616 0.2262
123 H 6.9775 -1.4042 0.4059
124 H 6.8478 -0.3570 -0.7069
125 O 0.5523 5.8631 8.2624
126 H 0.2934 6.7894 8.3071
127 H 0.8331 5.6420 9.1563
128 O 3.8535 5.7912 6.2060
129 H 3.0756 5.3398 6.5506
130 H 3.5126 6.6016 5.8143
131 O -5.6995 3.5198 -1.6950
132 H -6.6562 3.4115 -1.6356
133 H -5.3628 3.1864 -0.8531
134 O 4.7388 -2.5490 0.0981
135 H 4.0900 -3.1516 0.4814
136 H 4.2074 -1.8169 -0.2339
137 O 4.1949 -5.7329 1.0382
138 H 3.7331 -5.6745 0.1939
139 H 5.0204 -6.1841 0.8364
140 O 11.9531 -2.6714 -1.6549
141 H 12.6295 -3.1000 -1.1214
142 H 11.6628 -1.9285 -1.1112
143 O -9.2139 -4.0814 0.7427
144 H -9.9591 -4.1688 1.3470
145 H -8.5252 -4.6543 1.1101
146 O -7.4622 -1.7828 1.5186
147 H -8.0268 -1.0343 1.7343
148 H -8.0813 -2.4888 1.2758
149 O 10.0522 -0.3020 -1.7034
150 H 9.1902 -0.4551 -1.2946
151 H 10.2649 -1.1374 -2.1395
152 O 12.6982 0.6914 -2.3276
153 H 11.8389 0.3818 -2.0071
154 H 12.9692 1.3569 -1.6887
155 O -6.4209 -6.6361 4.8524
156 H -6.4600 -7.5976 4.8485
157 H -6.5079 -6.3867 3.9250
158 O -7.8564 1.6696 -1.7669
159 H -7.7465 0.7160 -1.6869
160 H -8.0996 1.7988 -2.6909

LUMO: -0.002 hartree
HOMO-LUMO gap: 7.58 eV
Relative energy (zero: lowest compared OMol25 entry of this formula, charge and spin): 15.7 kJ/mol
Highest occupied orbital energy: -0.28074 Ha
Spin multiplicity: 1
Total energy: -5888.5895 a.u.

Atom charges from the Löwdin analysis, given in e for atoms 1 to 8: number 1, C, carries -0.044; number 2, C, carries -0.230; number 3, O, carries -0.220; number 4, P, carries 0.478; number 5, O, carries -0.253; number 6, C, carries -0.226; number 7, C, carries -0.308; number 8, Si, carries 0.200